{
  "formula": "C4H7NO2S",
  "method": "wB97M-V/def2-TZVPD",
  "symbols": ["C", "C", "C", "C", "N", "O", "O", "S", "H", "H", "H", "H", "H", "H", "H"],
  "positions_angstrom": [[-0.82490, -1.80533, 0.00365], [-0.03948, 0.20208, 0.98704], [-1.05079, 1.39996, 0.51521], [1.32090, -0.92262, -0.77135], [0.09019, -0.96381, -0.03550], [-1.73016, -2.47100, 0.26083], [0.52816, 1.91457, -1.48373], [-0.87369, 1.52801, -1.35367], [0.95719, 0.50002, 1.15397], [-0.42042, -0.16281, 1.92575], [-2.09805, 1.28007, 0.87436], [-0.75890, 2.35087, 0.94311], [1.25974, -1.51451, -1.69952], [1.55443, -0.01249, -1.21007], [2.08577, -1.32300, -0.11007]],
  "atomic_forces_ev_per_a": [[0.10, -0.73, -0.60], [-2.59, 1.18, -0.37], [0.62, -1.43, -0.63], [0.64, -2.95, -1.32], [-0.62, 2.14, 1.74], [-0.29, 0.19, 0.04], [3.80, 0.94, -0.49], [-4.00, -0.92, 1.35], [1.05, 0.65, -0.19], [-0.10, -0.70, 0.24], [0.63, -0.57, -0.47], [0.63, 0.10, 0.08], [-0.19, -0.48, 0.68], [0.04, 2.41, 0.17], [0.26, 0.15, -0.21]],
  "multiplicity": 1,
  "gap_ev": [5.9, 3.9],
  "e_above_lowest_kj_mol": 554.0,
  "energy_ha": -759.8655,
  "total_charge": 0
}


{
  "formula": "C4H7NO2S",
  "method": "wB97M-V/def2-TZVPD",
  "symbols": ["C", "C", "C", "C", "H", "H", "H", "H", "H", "H", "H", "N", "O", "O", "S"],
  "positions_angstrom": [[1.11888, 0.96690, 0.18838], [-0.24575, 1.13045, -0.47400], [-2.02853, -1.67793, 0.28922], [1.81656, -0.10813, -0.52965], [0.29272, 0.05896, 1.57855], [1.70815, 1.85269, 0.04478], [-0.90427, 1.79950, 0.12311], [-0.16875, 1.56838, -1.44566], [-2.51849, -1.80683, -0.70323], [-2.30198, -2.33889, 1.11793], [2.06009, 0.23282, -1.55892], [-1.15394, -0.77995, 0.48791], [0.94309, 0.74452, 1.53372], [-0.92169, -0.06984, -0.67932], [2.30393, -1.57263, 0.02719]],
  "atomic_forces_ev_per_a": [[-1.00, -0.43, 0.17], [-0.57, 1.27, 0.76], [-0.23, -0.18, -0.36], [1.60, -1.54, -0.71], [-0.77, -0.99, 0.49], [0.26, 0.77, -0.02], [0.65, -0.20, -0.07], [0.13, 0.19, -0.77], [0.45, 0.13, 0.76], [0.25, 0.38, -0.27], [-0.09, -0.57, 0.37], [-0.53, -0.27, 0.06], [0.92, 0.85, 0.94], [-0.46, -0.93, -0.76], [-0.59, 1.52, -0.59]],
  "multiplicity": 1,
  "gap_ev": 8.6,
  "e_above_lowest_kj_mol": 400.5,
  "energy_ha": -759.9240,
  "smiles": "C=NOC[C@@H](O)C=S",
  "total_charge": 0
}


{
  "formula": "C4H7NO3",
  "method": "wB97M-V/def2-TZVPD",
  "symbols": ["C", "C", "C", "C", "N", "O", "O", "O", "H", "H", "H", "H", "H", "H", "H"],
  "positions_angstrom": [[0.61210, 1.51421, 0.48476], [-1.22471, -2.43341, -0.28610], [0.36764, -0.53326, -0.81991], [-0.72972, -1.08130, 0.11962], [1.54039, 2.59572, 0.42571], [0.93183, 0.64695, -0.58322], [0.74755, -1.18083, -1.76161], [-1.19247, -0.45516, 1.04154], [1.55760, 3.02512, -0.49194], [1.34485, 3.28922, 1.13452], [0.56898, 1.07879, 1.49722], [-0.50110, 1.80528, 0.46351], [-0.37452, -3.08760, -0.47056], [-1.76545, -2.33990, -1.22833], [-1.88298, -2.84382, 0.47480]],
  "atomic_forces_ev_per_a": [[-2.77, 0.89, 1.46], [0.14, -0.14, 0.06], [0.62, -0.01, -0.21], [-0.68, -0.11, 0.05], [0.40, -0.11, -0.18], [0.16, -0.03, 0.15], [-0.43, 0.04, 0.32], [0.37, -0.04, -0.23], [-0.13, 0.06, 0.12], [0.00, -0.03, -0.06], [1.01, -0.41, -0.48], [1.30, -0.10, -0.91], [-0.06, -0.10, -0.05], [0.03, -0.01, -0.07], [0.03, 0.09, 0.04]],
  "multiplicity": 1,
  "gap_ev": 9.4,
  "e_above_lowest_kj_mol": 186.9,
  "energy_ha": -437.0722,
  "smiles": "CC(=O)C(=O)OCN",
  "total_charge": 0
}